{
  "formula": "C26H47Al2Br2CaF5KN2O9P2S",
  "method": "the ωB97M-V functional and the def2-TZVPD basis",
  "lumo_ha": -0.314,
  "total_charge": 1,
  "total_energy_ev": -280164.2945,
  "elements": ["C", "C", "F", "C", "P", "C", "C", "C", "O", "C", "C", "C", "C", "C", "C", "C", "P", "C", "C", "S", "C", "O", "O", "H", "H", "H", "H", "H", "H", "H", "H", "H", "H", "H", "H", "H", "H", "H", "H", "H", "H", "H", "H", "H", "H", "H", "H", "H", "H", "H", "H", "H", "H", "C", "C", "O", "N", "C", "H", "H", "H", "H", "H", "H", "H", "O", "C", "O", "C", "C", "C", "H", "H", "H", "H", "H", "H", "K", "Al", "C", "C", "N", "H", "H", "H", "Br", "F", "Al", "F", "F", "F", "C", "O", "O", "O", "H", "Ca", "Br"],
  "coordinates": [[1.5264, -2.2425, 5.0552], [2.0729, -1.4869, 3.8442], [2.8940, -0.5048, 4.3675], [0.8931, -0.9477, 3.0329], [1.3573, 0.3634, 1.7355], [2.0514, -0.8835, 0.4732], [3.6178, -0.6778, 0.2332], [4.3789, -1.2405, 1.4335], [3.7833, 0.7087, -0.0514], [5.1498, 1.1817, -0.1357], [5.2669, 2.3533, 0.8193], [5.2930, 3.6283, 0.2762], [5.3507, 4.7307, 1.1098], [5.3749, 4.5299, 2.4744], [5.3634, 3.2726, 3.0441], [5.3061, 2.1836, 2.1874], [-0.8375, 0.1937, 0.9328], [-1.1230, 1.5997, -0.2172], [-1.1648, -1.4368, 0.1072], [0.5747, 2.0130, 3.1310], [-1.2804, 1.9855, 3.3626], [1.2038, 2.0333, 4.4276], [0.8272, 3.2721, 2.4630], [2.4874, -2.5498, 5.6503], [0.9941, -3.1301, 4.7293], [0.8608, -1.5783, 5.6499], [2.6268, -2.2506, 3.2980], [0.3785, -1.8066, 2.5941], [0.1792, -0.5154, 3.7487], [1.5436, 1.4276, 0.7963], [2.6423, 0.6271, 2.2955], [1.5595, -0.5940, -0.4961], [1.8488, -1.9232, 0.7271], [3.9051, -1.2957, -0.6647], [4.3329, -0.6250, 2.3264], [5.4392, -1.3237, 1.1758], [4.0482, -2.2682, 1.5862], [5.2828, 1.6013, -1.1401], [5.9363, 0.4366, -0.0106], [5.2534, 3.7629, -0.7985], [5.3418, 5.7351, 0.7109], [5.3932, 5.3840, 3.1428], [5.3606, 3.1081, 4.1114], [5.2765, 1.2100, 2.6640], [-0.2158, 2.1236, -0.5332], [-1.6996, 1.2467, -1.2225], [-1.7452, 2.4003, 0.2223], [-2.2432, -1.5323, -0.0343], [-0.8302, -2.3019, 0.6728], [-0.7493, -1.4491, -0.9025], [-1.4922, 2.6555, 4.2103], [-1.7073, 0.9601, 3.6490], [-1.7901, 2.4681, 2.4821], [-3.7507, -5.3199, -2.5820], [-3.1232, -3.9767, -2.3082], [-1.9083, -3.8191, -2.2979], [-3.9562, -2.9237, -2.0731], [-5.4108, -2.9157, -2.0472], [-2.9701, -6.0440, -2.7494], [-4.3461, -5.6388, -1.7245], [-4.3752, -5.2724, -3.4722], [-3.4723, -2.0573, -1.9051], [-5.7789, -2.2202, -2.8020], [-5.7517, -2.5790, -1.0661], [-5.8155, -3.9015, -2.2445], [-3.6965, 2.7981, 0.5978], [-3.4605, 3.6599, -0.2532], [-2.6238, 3.4262, -1.2606], [-2.4157, 4.6373, -2.0332], [-3.6444, 5.4870, -1.7315], [-3.9733, 5.0746, -0.2978], [-1.4837, 5.1020, -1.7075], [-2.3334, 4.3891, -3.0878], [-3.4691, 6.5522, -1.8574], [-4.4657, 5.2015, -2.3889], [-3.4234, 5.6730, 0.4329], [-5.0381, 5.1077, -0.0903], [3.6765, -0.8475, -2.4473], [2.3736, -1.7525, 7.2052], [-4.0779, -9.8022, -1.9522], [-3.9311, -8.7215, -2.9228], [-3.8162, -7.8787, -3.6855], [-4.8319, -10.5068, -2.2966], [-3.1302, -10.3238, -1.8353], [-4.3827, -9.3967, -0.9895], [3.6282, -4.2308, 5.0833], [4.8861, -0.3773, -5.6037], [5.3188, -0.1918, -7.2614], [6.4633, 1.0509, -7.3783], [3.9173, 0.2080, -8.1288], [5.9653, -1.6540, -7.8150], [-6.4394, 2.9606, -2.8160], [-6.8311, 2.4514, -1.7405], [-6.3607, 4.3516, -2.7817], [-6.1082, 2.3951, -3.8585], [-6.6760, 4.4600, -1.8690], [-3.1410, 1.5747, 2.1161], [-1.9140, 1.1589, -2.8205]],
  "forces_ev_per_angstrom": [[-0.105, 1.290, 0.142], [-0.941, -0.977, 0.662], [0.141, 0.249, -0.381], [-0.501, 0.471, 0.579], [3.079, -1.453, -0.931], [0.890, 1.146, -1.296], [-1.379, -0.696, 1.054], [0.904, 0.035, -0.968], [0.364, -1.396, -0.280], [-0.106, 1.414, -0.103], [0.270, -0.488, -0.714], [-0.029, 0.183, -0.073], [-0.129, -0.100, -0.049], [0.056, 0.850, 0.954], [-0.182, -0.339, -0.720], [-0.025, -0.277, 0.918], [-3.141, -0.321, -0.369], [1.695, 0.287, 1.757], [0.090, 0.493, -0.959], [1.347, 1.960, 0.607], [-0.195, 0.548, 1.548], [-0.751, -1.330, 0.806], [-1.057, 0.051, -1.301], [-1.166, -0.856, -2.173], [0.150, -0.253, 0.465], [-0.279, -0.036, -0.517], [0.503, 0.440, -0.100], [0.154, 0.053, -0.172], [0.088, 0.102, -0.139], [-0.454, 0.205, 0.266], [-0.292, 0.214, 0.395], [0.100, -0.516, 0.684], [-0.035, 0.005, -0.160], [0.025, 0.071, 2.844], [-0.349, -0.152, 0.068], [-0.027, 0.009, 0.144], [-0.049, 0.095, 0.296], [-0.035, -0.206, -0.012], [-0.389, -0.328, 0.326], [0.044, -0.030, 0.001], [0.069, -0.008, -0.046], [0.041, 0.065, -0.128], [0.072, 0.178, 0.045], [0.079, -0.141, -0.323], [-0.024, -0.371, -0.480], [-0.239, -0.450, 0.094], [0.836, -0.876, -0.202], [-0.006, 0.040, 0.223], [0.185, 0.139, 0.084], [0.209, -0.259, 0.138], [0.316, 0.032, -0.086], [0.916, 1.200, -0.416], [4.020, 1.191, 1.800], [0.164, 0.569, 0.223], [-0.005, -0.061, -0.058], [0.044, 0.262, 0.237], [0.030, -0.343, 0.152], [0.277, 0.436, -0.007], [0.142, 0.122, -0.021], [-0.130, -0.018, -0.100], [-0.082, -0.108, 0.053], [-0.049, 0.081, -0.209], [-0.167, -0.074, 0.021], [-0.179, -0.081, -0.042], [0.073, -0.032, -0.006], [-0.427, 0.751, -0.795], [0.252, 1.443, -1.721], [-1.332, 0.415, 1.439], [-0.202, 1.067, -0.618], [0.097, -0.039, -0.095], [-0.093, -0.206, -0.420], [0.017, -0.189, 0.163], [-0.008, -0.358, 0.113], [0.134, -0.014, 0.107], [0.030, -0.042, -0.001], [-0.037, -0.079, 0.184], [-0.047, -0.046, 0.293], [0.006, 0.705, -3.365], [0.733, 0.105, 1.367], [0.011, 0.051, -0.039], [-0.086, -0.604, 0.402], [-0.033, 0.021, -0.562], [0.000, -0.007, -0.001], [0.001, -0.009, -0.004], [-0.004, -0.013, 0.008], [0.696, -0.256, 0.413], [-0.230, -0.058, 0.576], [0.176, 0.055, -0.613], [-0.233, -0.185, 0.206], [0.148, -0.066, 0.339], [-0.155, 0.191, 0.263], [0.060, -0.556, -0.251], [0.174, -0.151, 0.591], [-0.049, -0.012, 0.524], [0.323, 0.056, -0.250], [-0.182, 0.573, -0.309], [-4.432, -3.954, -1.010], [-0.188, -0.492, -0.981]]
}